Entry 1:
Molecular formula: C37H43Cl2F3N6NiO3
Method: DFT, ωB97M-V/def2-TZVPD

Last column: Mulliken charge in e.
Cartesian coordinates (Å):
Ni 0.42780 -0.94414 -0.53236  2.473
C -2.91943 -1.97884 0.34922  -0.437
O -3.06766 -1.26188 1.56135  0.112
O -1.58004 -1.69762 -0.04887  -0.326
C -3.29644 -3.53719 0.50902  0.574
F -2.63861 -4.15449 1.48129  -0.274
F -4.61234 -3.78204 0.68437  -0.314
F -3.01309 -4.14948 -0.55188  -0.269
C -4.20633 -1.20361 2.37840  -0.367
C -3.95439 0.15157 3.25137  -1.055
H -3.01585 0.14616 3.80564  0.298
H -3.85144 1.07340 2.67890  0.024
H -4.70296 0.25238 4.03724  0.484
H -4.23298 -2.02307 3.09663  0.274
H -5.09442 -1.21576 1.74653  0.291
H -3.62252 -1.52797 -0.35113  -0.088
C 4.28027 0.45733 -2.36318  -1.246
C 3.82031 -0.44102 -1.25591  -0.499
O 2.49406 -0.36761 -0.79683  -0.336
H 5.31746 0.29972 -2.65899  0.368
H 4.13180 1.50226 -2.09085  0.195
H 3.53727 0.35118 -3.15362  0.214
H 4.58550 -0.43974 -0.47964  0.158
H 3.86291 -1.44607 -1.67563  0.239
N 0.52770 -2.53416 -2.19318  0.365
C 0.15577 -3.89871 -2.05118  -0.162
C 0.50233 -4.82545 -3.01338  -1.023
C 0.99285 -4.39005 -4.25139  -0.271
C 1.26892 -3.01975 -4.41293  -0.998
C 1.07200 -2.16328 -3.34472  -0.009
H -0.30743 -4.17276 -1.11483  0.378
H 0.28361 -5.86768 -2.83365  0.434
H 1.10658 -5.17608 -4.98326  0.394
H 1.60072 -2.71108 -5.39325  0.452
H 1.22122 -1.11932 -3.57772  0.221
N 1.89987 4.62903 -0.02824  -0.334
C 2.84896 3.66295 0.28927  -0.123
C 4.15459 4.12075 0.63184  -0.691
C 4.52845 5.50190 0.64570  -0.458
C 3.50185 6.38098 0.17437  -0.394
C 2.29991 5.88737 -0.21752  -0.208
H 2.58224 2.61714 0.32877  0.648
H 4.89610 3.40893 0.96332  0.408
H 5.50051 5.81679 0.99547  0.424
H 3.60042 7.40408 -0.15722  0.319
H 1.51290 6.48105 -0.65861  0.407
N -6.94145 2.10744 0.31194  -0.620
C -6.15203 1.05292 -0.19843  -0.392
C -4.81223 1.27701 -0.51295  0.416
C -4.27206 2.56743 -0.48692  -0.322
C -5.06732 3.62271 0.05208  -0.618
C -6.41589 3.34320 0.33330  -0.213
H -6.58121 0.06188 -0.19203  0.452
H -4.13578 0.48311 -0.79320  -0.029
H -3.21371 2.65957 -0.68137  0.552
H -4.72062 4.63724 0.18216  0.404
H -7.03353 4.16145 0.67299  0.370
N -0.27839 0.58501 -1.95799  0.981
C 0.38546 1.68883 -2.23945  -0.127
C 0.04729 2.77082 -3.09114  -1.051
C -1.12188 2.62979 -3.75039  -0.187
C -1.93827 1.52823 -3.52348  -1.215
C -1.46261 0.57192 -2.60691  -0.326
H 1.42339 1.61204 -1.95100  0.167
H 0.74728 3.55746 -3.33115  0.484
H -1.30247 3.32362 -4.55809  0.411
H -2.75492 1.44273 -4.22503  0.463
H -2.12179 -0.26556 -2.43227  0.435
N 1.11340 -2.53813 0.91352  0.614
C 0.37061 -2.70948 2.10366  0.058
C 0.64135 -3.65889 3.10202  -1.005
C 1.70198 -4.51345 3.02765  -0.663
C 2.47364 -4.42028 1.85313  -0.699
C 2.14264 -3.47760 0.84210  -0.872
H -0.41557 -2.01263 2.35409  0.216
H 0.06953 -3.47095 3.99874  0.490
H 1.86544 -5.24828 3.80206  0.445
H 3.32295 -5.04673 1.62370  0.566
H 2.74664 -3.35143 -0.04427  0.676
N 0.10131 0.44716 1.17555  0.988
C -1.06829 1.15042 1.32679  -0.518
C -1.14854 2.23946 2.18888  -0.989
C -0.04091 2.49816 3.01558  -0.607
C 1.10925 1.67954 2.94643  -0.834
C 1.11249 0.65917 2.04522  -0.983
H -1.92015 0.89003 0.71612  0.649
H -2.08135 2.77550 2.28335  0.593
H -0.18853 3.26718 3.75936  0.462
H 1.95367 1.78605 3.61127  0.538
H 1.91697 -0.04563 1.89533  0.565
C 5.46361 -2.51144 2.04522  0.481
Cl 5.14361 -1.26293 3.24515  -0.182
Cl 6.23104 -3.82912 2.79830  -0.175
H 4.52618 -2.77488 1.55539  -0.417
H 6.18101 -2.03576 1.37650  0.291

Cartesian forces, eV/Å:
Ni 0.20 -0.62 0.20
C 2.83 1.01 0.06
O 0.86 -0.19 0.55
O -2.59 -1.47 0.15
C -0.01 2.81 1.55
F 0.40 -0.01 1.30
F -0.70 0.64 0.78
F 1.38 -1.97 -4.20
C 1.00 2.02 0.89
C -0.54 -1.29 -0.44
H 0.26 -0.79 -0.18
H -0.62 -0.19 -0.42
H -0.35 0.14 -0.25
H -0.15 -0.27 -0.08
H -0.39 0.33 0.32
H -0.54 -0.42 -0.50
C -1.33 1.20 -0.03
C -1.31 -2.08 0.16
O -0.23 1.35 0.25
H -0.16 -0.16 -0.17
H 0.38 0.32 0.30
H 0.40 -0.29 -0.64
H 0.02 0.26 0.76
H 0.73 -0.67 -0.30
N -0.83 -1.93 0.51
C 1.77 2.69 -0.29
C -0.59 0.55 -0.09
C 0.01 0.60 1.10
C -0.19 -2.39 -0.57
C -0.68 -0.12 -0.56
H -0.07 0.23 0.06
H -0.04 -0.07 -0.06
H 0.30 0.40 -0.49
H 0.13 0.47 0.15
H 0.28 0.31 0.78
N 1.19 -2.75 -0.48
C 0.25 3.94 0.30
C -0.09 0.66 0.25
C -2.84 -0.95 -0.80
C 2.11 -0.03 -0.50
C -1.38 -1.74 0.66
H -0.23 -0.03 -0.05
H 0.04 -0.23 -0.09
H -0.02 0.08 -0.15
H 0.79 0.35 0.70
H 0.13 0.56 0.08
N 1.07 -1.34 -1.65
C -0.19 2.98 1.72
C -0.34 0.37 -0.46
C -1.12 0.65 1.83
C 0.11 -1.41 -1.33
C 1.02 -1.26 0.25
H -0.19 0.06 -0.02
H -0.20 -0.29 -0.15
H 0.06 0.37 -0.19
H 0.24 -0.01 -0.12
H -0.34 -0.11 0.15
N -1.75 0.90 -1.01
C 2.90 1.00 -0.36
C 0.53 -1.66 1.26
C -0.54 0.42 -1.07
C 1.53 0.00 0.34
C -1.94 -0.52 -0.52
H 0.21 0.31 0.75
H 0.09 -0.06 0.35
H -0.56 0.15 -0.02
H -0.48 -0.65 0.64
H 0.23 -0.43 0.26
N -0.28 -2.60 3.26
C 1.64 0.20 -1.56
C -0.48 1.88 -0.31
C 0.60 -0.31 -1.40
C -0.75 0.73 -0.87
C -1.35 1.43 0.92
H -0.16 0.21 -0.77
H -0.18 -0.66 0.15
H 0.36 0.03 0.01
H 0.04 -0.19 0.29
H 0.14 -0.22 -0.13
N -1.34 0.21 0.29
C 1.82 0.16 -0.30
C 1.04 -0.91 0.49
C -0.38 -0.60 -0.31
C -1.04 0.99 0.81
C -0.70 -0.56 -1.82
H 0.21 -0.38 -0.20
H 0.06 0.16 0.02
H 0.52 0.19 0.06
H -0.05 0.22 0.09
H 0.41 0.20 0.14
C -0.02 1.53 -0.76
Cl -0.51 0.56 0.39
Cl 0.55 -1.65 0.48
H 0.29 -0.03 0.12
H -0.33 -0.31 -0.26

* total charge: 0
* LUMO energy (spin up / spin down): 0.0158 / 0.0164 hartree
* energy: -4718.1151 hartree
* spin multiplicity: 3
* highest occupied orbital energy (spin up / spin down): -7.43 / -7.40 eV

=====

Entry 2:
Molecular formula: C37H44ClIN4O6PPtS
Method: DFT, ωB97M-V/def2-TZVPD

Last column: Mulliken charge in e.
Cartesian coordinates (Å):
Pt 0.48815 -0.44773 0.39234  3.174
Cl 1.41927 2.81655 -5.54159  -0.249
C 1.60343 1.78353 -4.16749  0.433
C 2.83171 1.25911 -3.86895  -0.284
C 3.02090 0.43825 -2.74048  -0.248
I 4.90941 -0.30043 -2.29592  0.033
C 1.96350 0.14365 -1.90924  0.100
O 2.05395 -0.59588 -0.82310  -0.662
C 0.68330 0.65006 -2.25437  0.138
N -0.34202 0.29643 -1.41515  -0.039
C -1.54463 0.78988 -1.61468  0.595
C -1.82514 1.65395 -2.68201  -1.384
C -0.82557 2.00587 -3.54517  -1.035
C 0.47717 1.49695 -3.35571  0.374
H 3.67735 1.49156 -4.50044  0.472
H -2.31849 0.50814 -0.91663  -0.015
H -2.82744 2.03849 -2.79706  0.529
H -1.01411 2.68331 -4.36554  0.482
O 1.75145 -0.81856 1.85682  -0.465
C 1.81772 -0.04301 2.93213  0.225
C 3.09516 0.21717 3.43535  -0.878
C 3.24119 0.89708 4.62441  -0.684
C 2.12538 1.35577 5.32907  -1.065
C 0.86196 1.13313 4.82272  -0.980
C 0.68753 0.43065 3.62511  1.466
C -0.64669 0.20738 3.07436  -0.100
N -0.93964 -0.19813 1.83648  1.076
C -2.31144 -0.22492 1.71547  -0.455
C -2.85543 0.15904 2.89541  -1.616
N -1.80066 0.40632 3.73602  0.230
H 3.94535 -0.13428 2.86825  0.578
H 4.23464 1.08766 5.00843  0.435
H 2.24785 1.90289 6.25220  0.450
H 0.00608 1.55019 5.33405  0.273
H -2.79735 -0.45909 0.78892  0.568
H -3.87514 0.30124 3.20103  0.454
H -1.87906 0.79886 4.66266  0.265
C -4.18756 8.00276 -0.37811  -1.470
C -3.58634 7.12649 0.68290  0.900
C -2.68019 7.64964 1.60018  -0.680
C -2.13493 6.85677 2.59731  -0.468
C -2.50420 5.52352 2.67684  0.045
C -3.40779 4.97825 1.77595  -0.311
C -3.94122 5.78275 0.78582  -0.915
S -1.76235 4.48694 3.89615  1.377
O -0.97493 5.30760 4.76514  -0.738
O -2.77443 3.60206 4.40891  -0.727
N -0.73067 3.49965 3.08640  0.616
C 0.56228 3.98403 2.59020  -0.755
C 0.64333 3.86825 1.06537  -0.603
C 0.12686 2.49485 0.68170  0.309
O 1.02791 1.57519 0.55838  -0.702
O -1.08386 2.30530 0.58023  -0.406
H -3.43975 8.66860 -0.80676  0.378
H -4.97616 8.62699 0.04491  0.310
H -4.62674 7.41112 -1.17915  0.355
H -2.40188 8.69380 1.53717  0.414
H -1.43801 7.25930 3.31839  0.517
H -3.69427 3.93860 1.85978  0.435
H -4.65290 5.36666 0.08416  0.360
H -1.24296 3.01203 2.35370  -0.378
H 1.34807 3.36609 3.02935  0.060
H 0.72460 5.00864 2.92384  0.522
H 1.67976 3.99074 0.75598  0.406
H 0.01373 4.61614 0.58201  0.328
C 1.27386 -5.15657 1.29942  -1.461
C 1.06355 -3.65228 1.50801  0.529
C 0.38270 -3.41429 2.85929  -1.390
P 0.19195 -2.77795 0.14730  -0.333
C 0.86147 -3.32594 -1.48294  0.860
C 0.22310 -4.59844 -2.05233  -1.556
C 2.38974 -3.48398 -1.47012  -1.611
C -1.60666 -3.15129 0.25509  0.924
C -2.34793 -2.52136 -0.92664  -1.700
C -2.03044 -4.60871 0.45156  -1.543
H 1.86506 -5.52563 2.13814  0.492
H 1.81823 -5.39338 0.39241  0.292
H 0.33791 -5.70969 1.29101  0.234
H 2.04333 -3.16480 1.52057  0.422
H -0.58631 -3.91216 2.90793  0.245
H 0.24817 -2.35808 3.07760  0.169
H 1.00901 -3.83589 3.64508  0.523
H 0.59864 -2.49470 -2.14848  0.199
H 0.28372 -5.44057 -1.36717  0.261
H 0.77374 -4.86978 -2.95363  0.507
H -0.81719 -4.45987 -2.33541  0.295
H 2.67620 -4.43426 -1.02566  0.355
H 2.90133 -2.68517 -0.94341  0.118
H 2.74610 -3.48894 -2.50062  0.506
H -1.89201 -2.61862 1.16550  0.258
H -2.16219 -3.06625 -1.85064  0.275
H -2.05049 -1.49048 -1.09453  0.178
H -3.42338 -2.54516 -0.74287  0.504
H -1.70414 -5.26196 -0.35175  0.241
H -3.12073 -4.64103 0.48190  0.496
H -1.67172 -5.01316 1.39446  0.339

Cartesian forces, eV/Å:
Pt 0.54 0.75 -0.44
Cl -0.01 0.02 -0.03
C 0.09 -0.03 0.03
C -0.16 0.06 -0.04
C -0.03 -0.03 0.12
I -0.06 0.02 0.00
C -0.32 0.16 -0.29
O 0.20 -0.20 0.34
C 0.11 -0.04 -0.01
N -0.18 -0.18 0.48
C 0.02 -0.01 -0.09
C 0.00 -0.07 -0.04
C 0.02 -0.02 0.02
C 0.05 -0.09 -0.01
H 0.00 0.01 -0.02
H 0.07 0.17 -0.03
H -0.01 -0.01 0.01
H -0.01 0.00 -0.04
O -0.13 -0.58 -0.50
C -0.19 0.25 0.45
C -0.14 0.02 0.06
C -0.06 0.06 0.11
C -0.01 -0.01 -0.05
C 0.14 0.03 -0.12
C 0.02 -0.07 -0.22
C 0.32 0.00 0.06
N -0.04 -0.12 -0.06
C -0.10 0.16 0.16
C -0.01 -0.02 -0.18
N 0.11 0.09 -0.07
H 0.02 -0.02 0.00
H 0.00 0.01 0.01
H 0.00 0.02 0.01
H -0.05 0.03 0.07
H -0.08 -0.11 0.03
H -0.03 -0.02 0.00
H 0.03 0.02 -0.07
C -0.02 0.01 0.01
C 0.01 0.00 -0.01
C 0.00 -0.01 0.01
C 0.02 0.01 -0.01
C 0.05 -0.01 0.04
C -0.01 0.01 0.02
C -0.01 -0.01 0.01
S 0.15 -0.15 0.03
O -0.01 -0.02 0.05
O -0.02 -0.03 -0.07
N -0.08 0.16 0.10
C -0.01 -0.01 0.16
C 0.05 -0.08 -0.10
C 0.10 0.16 -0.18
O 0.13 -0.35 0.21
O -0.17 0.04 -0.05
H 0.01 0.01 -0.02
H -0.02 0.01 0.01
H 0.00 0.00 -0.02
H 0.02 0.02 0.00
H 0.02 0.03 0.02
H -0.02 -0.04 -0.01
H -0.01 -0.01 -0.02
H -0.15 -0.12 0.10
H 0.02 0.01 0.06
H 0.01 0.01 -0.06
H -0.02 0.01 -0.04
H -0.01 -0.01 0.04
C -0.02 0.02 -0.04
C 0.06 0.02 0.01
C -0.02 0.11 -0.07
P -0.11 -0.12 0.10
C 0.01 0.09 -0.04
C -0.05 0.06 -0.01
C -0.01 0.06 0.07
C -0.01 0.08 -0.05
C -0.01 -0.02 0.03
C 0.06 0.00 0.08
H 0.00 -0.02 0.01
H 0.00 -0.03 -0.02
H -0.04 -0.02 0.01
H -0.05 0.02 0.03
H 0.00 0.00 0.03
H -0.01 0.02 0.00
H 0.01 -0.01 0.02
H 0.08 0.00 0.03
H 0.07 -0.04 0.04
H -0.01 -0.01 -0.02
H 0.00 -0.05 0.01
H 0.02 -0.02 -0.05
H 0.01 0.05 0.00
H 0.00 0.03 -0.01
H -0.02 0.05 0.02
H -0.04 0.01 0.00
H -0.02 -0.09 -0.01
H 0.00 -0.01 0.01
H 0.01 -0.02 -0.05
H -0.01 0.00 -0.01
H 0.00 -0.03 0.00

* total charge: +1
* LUMO energy: -0.1181 hartree
* energy: -3723.4390 hartree
* highest occupied orbital energy: -10.51 eV